Entry 1:
Here is C43H74BeF8N6O16PS as an isolated structure in a non-equilibrium geometry from OMol25. Energies are from wB97M-V/def2-TZVPD.

Last column: Mulliken charge in e.
Positions of all 150 atoms, in Å:
C -2.14975 -4.14605 5.37797  -1.195
C -3.08898 -3.29397 4.40556  -0.075
C -2.16520 -2.94826 3.16483  -0.111
O -2.83107 -2.13877 2.16592  -0.184
C -1.96397 -1.35069 1.37594  1.578
P -0.78414 -2.40983 0.37124  0.370
O 0.24424 -3.17458 1.16810  -0.748
C -2.99353 -0.86415 0.21575  -1.406
O -3.61085 -1.57929 -0.50721  -0.480
O -3.07462 0.53220 0.12810  -0.257
C -1.85173 1.12412 0.70246  1.400
C -1.96051 2.66925 1.06793  -0.616
C -2.84922 3.49193 0.04524  -0.975
C -1.99003 4.39418 -0.96548  -0.815
C -2.30130 5.90571 -0.65864  0.416
F -1.61341 6.67861 -1.58279  -0.321
F -3.64074 6.20359 -0.80523  -0.251
C -1.82316 6.37690 0.77545  0.726
F -0.74905 5.67297 1.24451  -0.231
F -2.81849 6.40549 1.71126  -0.224
F -1.39816 7.68372 0.65873  -0.271
C -0.94516 1.17568 -0.61149  0.203
C -1.71603 1.13774 -1.98678  -1.216
O -0.80760 1.66858 -3.00411  -0.249
C 0.01563 0.64781 -3.50488  0.209
O -0.24834 0.07305 -4.50982  -0.456
C -1.55708 0.10517 1.84872  1.275
C -0.09030 -0.05692 2.48383  -0.971
C 1.09178 0.54412 1.70510  -0.599
C 1.39890 2.01205 1.70597  0.012
C 2.49306 2.59742 0.98602  -1.004
C 3.40080 1.75282 0.18364  0.943
C 4.58976 2.26499 -0.66520  -0.849
C 3.15527 0.29257 0.18963  -0.963
C 2.04095 -0.29578 0.92129  -0.242
C -2.36153 0.46155 3.19924  -2.231
C -3.91049 0.54017 3.11119  -0.991
O -4.42241 -0.29586 4.17817  -0.632
C -4.54970 1.97946 3.40838  0.464
F -3.87583 2.69330 4.35235  -0.273
F -4.82307 2.69100 2.26758  -0.165
F -5.79705 1.72547 3.96934  -0.327
H -1.85765 -5.13043 4.94149  0.172
H -1.23753 -3.50823 5.58094  0.370
H -2.63788 -4.26950 6.38465  0.390
H -3.38346 -2.39044 4.99417  -0.042
H -3.95124 -3.94941 4.13546  0.365
H -1.22815 -2.51509 3.59290  -0.012
H -1.91545 -3.94369 2.69652  0.423
H -1.61326 -3.38610 -0.27917  0.122
H -0.10813 -1.71333 -0.67065  0.207
H -2.38382 2.85455 2.08405  0.447
H -0.94933 3.15963 1.06605  0.216
H -3.43018 4.23264 0.66654  0.383
H -3.62500 2.88205 -0.48062  0.669
H -2.27989 4.16609 -2.02590  0.546
H -0.89913 4.26030 -0.77081  0.112
H -0.28659 2.08930 -0.64734  0.217
H -0.21306 0.31459 -0.62973  -0.115
H -1.91089 0.05859 -2.24390  0.306
H -2.63194 1.76309 -2.04426  0.341
H 0.96128 0.45109 -2.91749  0.375
H -0.05443 0.42760 3.50533  0.823
H 0.18535 -1.12988 2.69667  0.314
H 0.72824 2.67545 2.29997  0.334
H 2.67700 3.69863 0.98171  0.411
H 5.18748 3.06849 -0.16730  0.366
H 4.25165 2.52772 -1.70307  0.248
H 5.28659 1.38518 -0.78381  0.120
H 3.84535 -0.37621 -0.38062  0.396
H 1.95746 -1.40709 0.85776  0.626
H -1.93443 1.43367 3.54605  1.143
H -2.08963 -0.35563 3.91784  0.982
H -4.41742 0.17684 2.18922  0.482
H -5.01452 -0.96060 3.77651  0.472
O -6.18494 -1.55103 6.25910  -0.236
H -5.95474 -0.66626 5.93624  0.338
C 7.92983 -0.17265 -1.83846  0.724
O 7.03171 0.03130 -1.03376  -0.682
N 9.05055 -0.86393 -1.51036  -0.267
N 7.87182 0.27923 -3.12560  -0.094
H 9.80316 -1.04715 -2.14917  -0.097
H 9.11703 -1.20741 -0.56727  0.220
H 7.04717 0.79332 -3.38724  0.154
H 8.60016 0.13187 -3.83038  -0.045
C -5.39721 -4.45889 -3.01611  0.649
O -4.67017 -5.42078 -2.85148  -0.637
N -6.39191 -4.43934 -3.94468  -0.395
N -5.27493 -3.31361 -2.27956  -0.308
H -7.00078 -3.65675 -4.09497  0.165
H -6.51137 -5.26503 -4.50515  0.232
H -4.54917 -3.29134 -1.58390  0.108
H -5.86073 -2.50744 -2.39781  0.216
O -7.14003 -2.98650 0.29271  -0.669
H -7.02262 -2.03051 0.31542  0.280
H -6.63295 -3.26807 -0.48166  0.395
Be 10.34060 -0.33242 -4.31670  0.185
C 0.69677 -8.23568 3.00166  -1.433
C 0.39381 -7.10166 3.96843  0.828
C 1.64916 -6.63989 4.69232  -1.278
O -0.57227 -7.53734 4.92448  -0.529
H 1.09566 -9.10431 3.53408  0.355
H -0.21492 -8.56363 2.49811  0.360
H 1.42193 -7.92731 2.24547  0.353
H -0.04543 -6.26208 3.42366  0.022
H 2.08020 -7.45477 5.28156  0.346
H 1.41403 -5.83346 5.39075  0.306
H 2.40317 -6.28297 3.98732  0.363
H -0.19361 -8.27915 5.41166  0.336
C -7.81613 7.90382 0.30634  -0.936
S -7.49959 6.26735 -0.37792  0.630
O -8.77939 5.76463 -0.94234  -0.612
C -7.24605 5.44212 1.20557  -0.892
H -8.03886 8.58285 -0.51581  0.338
H -8.66864 7.86244 0.98531  0.327
H -6.92892 8.25445 0.83517  0.327
H -8.13426 5.55491 1.82826  0.473
H -6.37736 5.87328 1.70511  0.299
H -7.06670 4.38391 1.01706  0.202
N 2.16015 5.31461 -6.12926  -0.530
C 1.57927 4.56682 -5.18609  -0.483
C 0.80641 3.44841 -5.45493  0.139
C 0.61925 3.08305 -6.77847  -0.372
C 1.20951 3.84347 -7.77483  -0.391
C 1.96733 4.94233 -7.39872  -0.263
H 1.75139 4.89393 -4.16527  0.406
H 0.36279 2.88056 -4.65078  0.389
H 0.02031 2.21537 -7.02989  0.429
H 1.08586 3.59024 -8.81954  0.373
H 2.45202 5.56608 -8.14228  0.353
C -7.42212 -4.75474 7.74846  -0.675
N -6.16087 -5.36865 7.25514  0.903
O -5.48919 -4.71762 6.47385  -0.486
O -5.89011 -6.47646 7.66701  -0.510
H -7.53106 -3.77146 7.29784  0.234
H -8.24082 -5.40788 7.45480  0.287
H -7.34733 -4.67807 8.83083  0.297
C 15.26192 -0.79337 -7.37019  -0.515
C 15.05720 0.48394 -6.57762  -0.544
C 13.64307 0.30601 -6.05586  -0.415
O 13.43586 -1.10418 -5.89051  -0.334
C 14.51129 -1.80921 -6.52872  -0.452
H 16.30944 -1.05535 -7.51834  0.324
H 14.79039 -0.70008 -8.35277  0.266
H 15.76221 0.51941 -5.74219  0.270
H 15.18213 1.39222 -7.16722  0.330
H 12.90394 0.67167 -6.77754  0.276
H 13.48045 0.81484 -5.10265  0.263
H 15.15197 -2.22559 -5.74450  0.268
H 14.10904 -2.63174 -7.12212  0.262

* charge: +1
* multiplicity: 1

***

Entry 2:
Here is a 8-piece molecular cluster, C43H76BrNO17P2 overall in a non-equilibrium geometry from OMol25. Energies are from wB97M-V/def2-TZVPD.

Last column: Mulliken charge in e.
Positions of all 140 atoms, in Å:
C 3.10511 -1.68397 0.47229  -0.803
C 3.42697 -2.02129 1.93043  -0.813
C 2.47968 -1.34377 2.92005  -0.268
C 2.76775 0.15496 3.10527  -0.995
C 1.52171 1.00301 3.38300  1.730
C 1.85772 2.50247 3.48783  -1.365
C 1.38927 3.25943 2.24461  -0.925
C -0.15793 3.22215 2.16839  -0.282
C -0.69755 2.75420 0.81032  -0.476
P -2.25949 1.80262 0.90686  0.722
Br -3.27514 3.46062 2.49213  -0.577
C -3.63846 2.19563 -0.26771  -1.374
C -4.34126 1.07606 -1.04537  -0.799
C -4.95622 -0.08645 -0.22898  0.063
C -5.32692 0.23999 1.18909  0.262
O -4.78206 -0.21847 2.16827  -0.563
O -6.36113 1.07742 1.23967  -0.297
C -7.13025 1.07964 2.45989  -0.319
C -6.62772 2.08780 3.47344  -0.643
P -1.55134 -0.01798 -0.26105  -0.222
N -0.59966 0.63401 -1.53797  -0.511
O -0.28246 -0.42403 0.71501  -0.393
H 2.81882 -0.63170 0.37448  0.128
H 3.95447 -1.86313 -0.18706  0.404
H 2.23926 -2.25144 0.12124  0.178
H 3.36859 -3.10807 2.06807  0.397
H 4.46479 -1.75329 2.15542  0.320
H 2.54265 -1.83743 3.89530  0.431
H 1.45058 -1.45183 2.55867  -0.059
H 3.29833 0.54675 2.23043  0.297
H 3.41204 0.26981 3.98588  0.315
H 0.81143 0.84701 2.56397  -0.711
H 1.05421 0.64203 4.29522  -0.155
H 2.94483 2.57401 3.62134  0.566
H 1.41012 2.96929 4.37130  0.298
H 1.87191 2.88541 1.33400  0.275
H 1.68557 4.31231 2.32748  0.456
H -0.52252 4.22445 2.39306  0.741
H -0.52057 2.57124 2.96830  0.011
H 0.04429 2.11262 0.33646  0.351
H -0.90895 3.61693 0.17512  0.506
H -2.36531 0.93790 1.99624  -0.338
H -4.39437 2.75632 0.27900  0.809
H -3.16806 2.90057 -0.96357  0.496
H -3.69722 0.64347 -1.81738  0.225
H -5.15438 1.56520 -1.59039  0.603
H -4.27806 -0.94035 -0.20729  -0.102
H -5.87085 -0.40328 -0.73631  0.467
H -7.13291 0.07017 2.87934  0.298
H -8.14978 1.31101 2.14719  0.346
H -5.76593 1.68976 4.01358  -0.097
H -6.30302 3.00238 2.98227  0.244
H -7.41028 2.29462 4.20825  0.414
H -1.25517 1.00500 -2.22424  0.271
H -0.16376 -0.16788 -2.00345  0.338
H -0.63111 -0.90107 1.47916  0.121
O 1.04540 4.25855 -1.42256  -0.549
C 1.36743 4.15867 -2.57354  0.330
O 1.49364 5.23579 -3.37473  -0.414
C 1.79636 4.82515 -4.72682  -0.252
C 2.39262 3.42848 -4.58774  -0.546
C 1.66395 2.89654 -3.35472  -0.150
H 0.86722 4.82560 -5.29977  0.109
H 2.47546 5.54864 -5.16355  0.277
H 2.26391 2.82456 -5.48340  0.376
H 3.45755 3.50335 -4.37209  0.258
H 0.71323 2.41978 -3.60118  0.245
H 2.25968 2.21966 -2.75037  0.286
O 0.06629 -2.12101 -2.63441  -0.641
C -0.72101 -3.02730 -2.61355  0.491
O -0.34284 -4.31570 -2.69615  -0.377
C -1.50313 -5.17635 -2.73615  -0.103
C -2.62874 -4.35932 -2.10927  -0.576
C -2.22687 -2.94104 -2.50748  1.015
H -1.70236 -5.42907 -3.77971  0.238
H -1.27408 -6.08638 -2.19131  -0.095
H -3.61606 -4.66840 -2.44145  0.449
H -2.59441 -4.46582 -1.02530  0.235
H -2.61686 -2.65078 -3.48587  0.315
H -2.46363 -2.17631 -1.77411  -0.980
O -3.07053 -7.15877 -0.51304  -0.584
C -2.30148 -7.78832 0.15441  0.502
O -2.44105 -7.89021 1.49621  -0.365
C -1.32235 -8.59817 2.06026  -0.459
C -0.74561 -9.42172 0.91349  -0.158
C -1.05813 -8.53335 -0.28890  -0.255
H -0.61073 -7.85981 2.43730  0.273
H -1.68264 -9.19538 2.89405  0.311
H 0.30813 -9.64927 1.03445  -0.031
H -1.29014 -10.36353 0.82885  0.281
H -0.26786 -7.80497 -0.47716  0.091
H -1.25201 -9.07972 -1.20698  0.391
O 2.00856 -8.13251 -1.55524  -0.559
C 2.80477 -8.61071 -0.80576  0.436
O 2.48467 -9.65499 0.00252  -0.286
C 3.58612 -9.96878 0.87584  -0.430
C 4.82164 -9.40920 0.17722  -0.532
C 4.24267 -8.20021 -0.55772  -0.361
H 3.40417 -9.49112 1.84111  0.269
H 3.61366 -11.04642 1.01361  0.336
H 5.62731 -9.17291 0.86800  0.331
H 5.19617 -10.13487 -0.54510  0.263
H 4.23316 -7.30177 0.06158  0.233
H 4.73411 -7.97547 -1.49940  0.322
O 4.34823 3.74007 -1.88381  -0.604
C 4.55613 4.14381 -0.77716  0.462
O 4.63257 3.32101 0.28775  -0.342
C 4.79579 4.08005 1.50030  0.147
C 5.37340 5.42133 1.05922  -0.627
C 4.74834 5.57930 -0.32791  -0.391
H 3.81731 4.18986 1.96529  -0.262
H 5.44644 3.52380 2.17036  0.384
H 5.14385 6.22794 1.75180  0.342
H 6.45818 5.34860 0.97066  0.267
H 3.76318 6.04858 -0.29446  0.218
H 5.37394 6.11301 -1.03752  0.382
O -0.24719 1.35060 6.05950  -0.613
C -1.26160 0.74868 5.86597  0.530
O -1.28404 -0.59641 5.70565  -0.391
C -2.60907 -1.03520 5.35123  -0.263
C -3.54324 0.06451 5.84691  -0.294
C -2.66342 1.30439 5.69540  0.317
H -2.65374 -1.15203 4.26605  0.078
H -2.78172 -2.00149 5.81835  0.351
H -4.47753 0.10627 5.29157  0.126
H -3.77938 -0.09728 6.89973  0.288
H -2.73400 1.74265 4.69547  -0.532
H -2.85095 2.07856 6.43354  0.449
O 1.78009 6.19105 -7.50924  -0.581
C 1.29670 7.28087 -7.43182  0.612
O 1.94438 8.30962 -6.84010  -0.352
C 1.10044 9.47240 -6.78230  -0.416
C 0.06535 9.26904 -7.88530  -0.477
C -0.06859 7.74652 -7.90434  -0.473
H 0.64645 9.51499 -5.79032  0.260
H 1.72393 10.35116 -6.92292  0.299
H -0.86425 9.80092 -7.69708  0.325
H 0.46747 9.61552 -8.83775  0.262
H -0.81159 7.38766 -7.18994  0.231
H -0.28740 7.33168 -8.88377  0.333

* SMILES: CCCCCCCCC[PH](Br)(CCCC(=O)OCC)P(N)O.O=C1CCCO1.O=C1CCCO1.O=C1CCCO1.O=C1CCCO1.O=C1CCCO1.O=C1CCCO1.O=C1CCCO1
* multiplicity: 1

***

Number 1: HOMO-LUMO gap 0.03515 Ha, energy -4767.65690 Ha, HOMO level -10.40 eV. Number 2: HOMO-LUMO gap 0.27479 Ha, energy -6274.76189 Ha, HOMO level -7.11 eV.